Formula: C15H32NO3P2Tb
Source: OMol25
Level of theory: ωB97M-V/def2-TZVPD

Last column: Mulliken spin population.
Positions of all 54 atoms, in Å:
Tb1 0.322 1.073 -0.015  5.831
P1 2.464 -0.954 0.248  -0.005
C1 2.283 -0.647 -1.566  0.004
C2 1.052 -1.270 -2.156  0.000
N1 -0.137 -0.732 -1.625  0.033
C3 -1.298 -1.265 -2.192  0.001
C4 -1.310 -2.292 -3.128  -0.002
C5 -0.083 -2.725 -3.607  0.002
C6 1.086 -2.192 -3.138  -0.002
C7 -2.600 -0.604 -1.698  -0.001
P2 -2.353 1.089 -0.945  0.027
H1 2.113 -2.504 -3.535  0.000
H2 -2.320 -2.655 -3.464  0.000
H3 -0.088 -3.520 -4.314  0.000
H4 -3.286 -0.499 -2.541  0.000
H5 -3.088 -1.258 -0.964  0.000
H6 2.254 0.553 -1.688  0.000
H7 3.202 -1.063 -2.032  0.001
H8 0.473 2.972 -1.474  0.004
O1 1.846 1.880 -1.305  0.022
H9 2.465 2.516 -1.661  -0.002
H10 -1.284 2.006 -0.983  0.044
O2 -0.134 3.444 -0.937  -0.003
H11 0.068 3.769 -0.061  0.006
C8 -2.793 2.090 -2.405  -0.003
H12 -3.686 1.665 -2.841  -0.001
H13 -2.948 3.135 -2.127  0.000
H14 -1.953 2.041 -3.114  0.000
C9 -3.938 1.190 0.035  0.001
H15 -3.883 2.045 0.745  0.000
H16 -4.793 1.321 -0.675  0.000
H17 -4.078 0.241 0.608  0.000
C10 2.416 -2.777 0.306  -0.003
H18 3.410 -3.171 0.065  -0.001
H19 2.101 -3.126 1.299  0.001
H20 1.698 -3.164 -0.437  0.000
C11 4.225 -0.514 0.475  -0.004
H21 4.397 -0.210 1.518  0.000
H22 4.850 -1.378 0.226  0.000
H23 4.474 0.329 -0.182  0.000
C12 0.841 -0.668 3.663  0.000
C13 -0.073 0.535 3.418  0.005
C14 -1.494 0.113 3.794  0.000
C15 0.340 1.631 4.412  -0.003
O3 0.003 0.997 2.066  0.043
H24 0.814 -1.033 4.709  0.000
H25 1.879 -0.425 3.423  0.000
H26 0.554 -1.507 3.023  0.000
H27 -1.591 -0.211 4.851  0.000
H28 -2.191 0.937 3.631  0.000
H29 -1.828 -0.719 3.166  0.001
H30 1.364 1.964 4.226  0.001
H31 -0.295 2.512 4.295  0.000
H32 0.281 1.318 5.477  0.000

The value obtained for the HOMO energy (alpha / beta) is -14.70 / -14.66 eV. For the total energy, the calculation gives -2377.82021 Ha. The value obtained for the strongest force on any atom is 6.0 eV/Å. The spin multiplicity is 7. The LUMO energy (alpha / beta) comes out at -8.2 / -8.2 eV. Its expectation value of S² is 12.70. Its net charge is +2.